Formula: C2H10InNOP
Source: OMol25
Level of theory: the ωB97M-V functional and the def2-TZVPD basis

XYZ file:
```
16
Properties=species:S:1:pos:R:3:forces:R:3
C 2.69719 -0.60169 0.32301 -0.07 0.11 -0.05
C 1.15515 -0.51517 0.24428 0.16 -0.02 -0.18
N 0.70102 0.50294 -0.71281 -0.49 -0.17 0.32
In -1.02480 1.56304 -0.03225 0.25 0.39 0.11
P -2.85493 -0.24905 -0.26631 0.38 0.11 -0.23
O -2.92765 -0.80360 -1.66361 -0.12 -0.17 -0.48
H 3.10600 0.13821 -0.36681 0.03 -0.05 0.00
H 3.07173 -0.36522 1.32126 0.03 -0.05 0.04
H 3.07151 -1.58872 0.03977 0.04 0.01 0.02
H 0.76956 -1.50541 -0.02709 -0.05 -0.03 0.08
H 0.77039 -0.30762 1.24854 0.01 0.04 0.02
H 0.34786 0.00176 -1.52136 0.20 0.06 -0.21
H -1.38239 2.92031 -1.08604 -0.08 -0.10 0.00
H -0.76295 1.99985 1.66232 -0.04 -0.10 -0.04
H -2.58630 -1.31678 0.64129 -0.22 0.09 0.31
H -4.15138 0.12714 0.19581 -0.03 -0.09 0.28
```
Positions in Å, forces in eV/Å.

Output
Total charge: -1
Energy (eV): -20236.17778
Multiplicity: 1